Record 1
The following is a DFT calculation (ωB97M-V with the def2-TZVPD basis set) of a cluster of 2 separate species, C4H7N2O3 in total in a non-equilibrium geometry.

CARTESIAN COORDINATES (ANGSTROEM)
O 0.33 1.81 1.16
O -0.94 -0.83 -0.99
O 3.17 -0.66 0.63
N -0.11 -1.77 0.90
N -0.43 1.72 -1.66
C 0.73 -0.63 1.17
C -0.87 -1.75 -0.22
C 2.06 -0.58 0.85
C 0.07 0.68 1.51
H -0.18 2.07 -0.72
H -0.93 0.38 2.04
H -1.14 0.94 -1.64
H -0.87 2.43 -2.20
H -1.43 -2.64 -0.29
H 0.04 -2.61 1.33
H 0.52 1.43 -1.87

Properties
* frontier orbital gap: 9.92 eV
* maximum force: 3.375 eV Å⁻¹
* charge: +1
* DFT total energy: -13376.2964 eV
* LUMO energy: -3.76 eV

Population analysis type natural (NBO), resulting atomic charges in e: atom 1 (O): -0.591, atom 2 (O): -0.671, atom 3 (O): -0.331, atom 4 (N): -0.572, atom 5 (N): -0.891, atom 6 (C): -0.321, atom 7 (C): 0.572, atom 8 (C): 0.795, atom 9 (C): 0.443, atom 10 (H): 0.471, atom 11 (H): 0.139, atom 12 (H): 0.490, atom 13 (H): 0.442, atom 14 (H): 0.149, atom 15 (H): 0.420, atom 16 (H): 0.455

***

Record 2
The following is a DFT calculation (ωB97M-V with the def2-TZVPD basis set) of a structure of composition C10H10BrClNd in a non-equilibrium geometry.

CARTESIAN COORDINATES (ANGSTROEM)
Nd 2.11 -0.03 0.85
Br -0.17 -1.36 -0.15
Cl 4.08 -1.00 0.46
C 2.60 0.71 3.04
C 0.78 -0.61 2.65
C 1.59 1.53 2.50
C -2.95 -0.54 -2.08
C -2.71 0.82 -2.36
C -1.65 0.90 -3.28
C 0.45 0.72 2.28
C -2.03 -1.30 -2.83
C -1.23 -0.41 -3.57
C 2.10 -0.60 3.14
H 1.67 2.58 2.28
H -1.23 1.81 -3.69
H 0.13 -1.46 2.59
H -3.71 -0.93 -1.41
H -1.96 -2.38 -2.83
H 3.61 1.02 3.27
H -0.48 1.04 1.84
H 2.66 -1.47 3.45
H -0.43 -0.69 -4.24
H -3.26 1.66 -1.94

Properties
* <S²>: 3.75
* frontier orbital gap (alpha / beta): 3.87 / 3.92 eV
* maximum force: 9.994 eV Å⁻¹
* charge: -1
* DFT total energy: -108373.4968 eV
* LUMO energy (alpha / beta): 1.74 / 1.78 eV
* 2S+1: 4

Population analysis type Mulliken, resulting atomic charges in e: atom 1 (Nd): 1.164, atom 2 (Br): -0.461, atom 3 (Cl): -0.463, atom 4 (C): -0.527, atom 5 (C): -0.556, atom 6 (C): -0.488, atom 7 (C): -0.528, atom 8 (C): -0.506, atom 9 (C): -0.596, atom 10 (C): -0.351, atom 11 (C): -0.714, atom 12 (C): -0.465, atom 13 (C): -0.430, atom 14 (H): 0.445, atom 15 (H): 0.398, atom 16 (H): 0.435, atom 17 (H): 0.351, atom 18 (H): 0.406, atom 19 (H): 0.369, atom 20 (H): 0.389, atom 21 (H): 0.376, atom 22 (H): 0.368, atom 23 (H): 0.386

***

Record 3
The following is a DFT calculation (ωB97M-V with the def2-TZVPD basis set) of a structure of composition C19H35AlN4O in a non-equilibrium geometry.

CARTESIAN COORDINATES (ANGSTROEM)
Al 5.06 0.04 -0.86
O 2.18 0.40 -0.52
N 0.19 4.60 1.16
N 4.66 2.55 1.03
N -0.53 -3.96 -0.09
N 3.76 -4.14 -3.64
C -2.44 2.19 1.36
C 0.87 0.51 -0.01
C -1.44 2.90 2.27
C 0.46 -3.27 -4.33
C -3.90 -3.88 -1.26
C 0.35 -4.54 -5.14
C 3.12 3.84 2.73
C 0.78 0.31 1.50
C 1.44 -3.16 -3.18
C -0.11 -0.50 -0.69
C -3.60 3.16 0.97
C -0.53 3.85 1.66
C -5.19 -3.14 -1.50
C 4.02 3.15 1.75
C 3.72 4.73 3.86
C 2.76 -3.68 -3.43
C -2.87 -2.91 -0.66
C -1.58 -3.50 -0.34
C 4.92 4.16 4.51
H 5.37 4.87 5.20
H -4.12 2.84 0.07
H 2.51 3.07 3.20
H -1.94 3.47 3.05
H 2.54 4.49 2.08
H 0.47 1.51 -0.21
H -2.61 -2.16 -1.40
H 1.32 -4.92 -5.47
H -4.12 -4.69 -0.57
H -5.53 -2.89 -0.50
H -4.94 -2.30 -2.15
H -1.03 -0.21 -0.19
H -0.20 -0.73 -1.75
H -0.22 0.48 1.90
H 1.12 -0.69 1.76
H -0.12 -5.41 -4.68
H -0.58 -3.11 -4.02
H 5.68 3.87 3.78
H -2.00 1.52 0.62
H -6.01 -3.75 -1.86
H 1.38 0.98 2.12
H 4.68 3.30 5.14
H -3.51 -4.28 -2.20
H 0.09 -1.51 -0.36
H 1.37 -2.19 -2.68
H -0.92 2.23 2.95
H 2.99 5.04 4.61
H -3.11 4.02 0.51
H 4.15 5.63 3.43
H -0.20 -4.21 -6.02
H 1.05 -3.89 -2.47
H -3.12 -2.38 0.25
H -4.35 3.35 1.74
H -2.81 1.39 1.99
H 0.63 -2.43 -4.99

Properties
* frontier orbital gap: 2.61 eV
* maximum force: 6.620 eV Å⁻¹
* charge: +2
* DFT total energy: -34850.0471 eV
* LUMO energy: -13.30 eV

Population analysis type natural (NBO), resulting atomic charges in e: atom 1 (Al): 0.985, atom 2 (O): -0.098, atom 3 (N): -0.313, atom 4 (N): -0.477, atom 5 (N): -0.334, atom 6 (N): -0.273, atom 7 (C): -0.389, atom 8 (C): 0.015, atom 9 (C): -0.544, atom 10 (C): -0.383, atom 11 (C): -0.383, atom 12 (C): -0.619, atom 13 (C): -0.519, atom 14 (C): -0.666, atom 15 (C): -0.513, atom 16 (C): -0.555, atom 17 (C): -0.628, atom 18 (C): 0.288, atom 19 (C): -0.605, atom 20 (C): 0.402, atom 21 (C): -0.390, atom 22 (C): 0.270, atom 23 (C): -0.519, atom 24 (C): 0.335, atom 25 (C): -0.611, atom 26 (H): 0.240, atom 27 (H): 0.234, atom 28 (H): 0.234, atom 29 (H): 0.288, atom 30 (H): 0.284, atom 31 (H): 0.429, atom 32 (H): 0.231, atom 33 (H): 0.226, atom 34 (H): 0.229, atom 35 (H): 0.211, atom 36 (H): 0.202, atom 37 (H): 0.268, atom 38 (H): 0.284, atom 39 (H): 0.251, atom 40 (H): 0.279, atom 41 (H): 0.225, atom 42 (H): 0.205, atom 43 (H): 0.206, atom 44 (H): 0.177, atom 45 (H): 0.246, atom 46 (H): 0.269, atom 47 (H): 0.203, atom 48 (H): 0.218, atom 49 (H): 0.305, atom 50 (H): 0.207, atom 51 (H): 0.246, atom 52 (H): 0.236, atom 53 (H): 0.225, atom 54 (H): 0.222, atom 55 (H): 0.234, atom 56 (H): 0.275, atom 57 (H): 0.252, atom 58 (H): 0.248, atom 59 (H): 0.221, atom 60 (H): 0.214

***

Record 4
The following is a DFT calculation (ωB97M-V with the def2-TZVPD basis set) of a structure of composition C4H5N in a non-equilibrium geometry.

CARTESIAN COORDINATES (ANGSTROEM)
N -0.50 1.67 0.00
C 1.38 0.27 0.00
C 2.59 0.32 0.00
C -1.12 -0.90 0.00
C -0.57 0.46 -0.02
H -2.21 -0.88 -0.01
H 3.65 0.42 0.00
H -0.74 -1.42 -0.88
H -0.75 -1.40 0.89
H -1.73 1.45 0.02

Properties
* frontier orbital gap: 9.87 eV
* maximum force: 8.696 eV Å⁻¹
* DFT total energy: -5712.9878 eV
* LUMO energy: 0.58 eV

Population analysis type natural (NBO), resulting atomic charges in e: atom 1 (N): -0.394, atom 2 (C): -0.211, atom 3 (C): -0.376, atom 4 (C): -0.701, atom 5 (C): 0.373, atom 6 (H): 0.228, atom 7 (H): 0.225, atom 8 (H): 0.273, atom 9 (H): 0.274, atom 10 (H): 0.309

***

Record 5
The following is a DFT calculation (ωB97M-V with the def2-TZVPD basis set) of a structure of composition C9H10NO2 in a non-equilibrium geometry.

CARTESIAN COORDINATES (ANGSTROEM)
O 1.01 1.92 -0.06
O 3.08 1.03 0.09
N 1.06 -0.52 0.11
C -2.68 0.00 0.02
C -2.70 1.37 -0.04
C -1.45 -0.68 0.18
C -0.27 0.04 0.19
C 1.95 1.15 0.11
C 1.40 -1.08 -1.28
C -1.48 2.14 -0.09
C 1.54 -1.32 1.22
C -0.31 1.45 0.06
H 2.53 -1.38 -1.42
H -3.63 1.95 -0.09
H 1.52 -2.38 1.21
H -1.57 -1.76 0.10
H 0.93 -0.45 -2.05
H 0.99 -1.02 2.02
H -3.61 -0.65 0.04
H 2.62 -1.05 1.17
H -1.61 3.25 -0.02
H 0.67 -2.02 -1.47

Properties
* frontier orbital gap: 10.48 eV
* maximum force: 4.447 eV Å⁻¹
* charge: +1
* DFT total energy: -15071.0586 eV
* LUMO energy: -3.43 eV

Population analysis type natural (NBO), resulting atomic charges in e: atom 1 (O): -0.401, atom 2 (O): -0.414, atom 3 (N): -0.361, atom 4 (C): -0.187, atom 5 (C): -0.157, atom 6 (C): -0.187, atom 7 (C): 0.062, atom 8 (C): 1.023, atom 9 (C): -0.454, atom 10 (C): -0.226, atom 11 (C): -0.411, atom 12 (C): 0.248, atom 13 (H): 0.272, atom 14 (H): 0.251, atom 15 (H): 0.237, atom 16 (H): 0.247, atom 17 (H): 0.239, atom 18 (H): 0.222, atom 19 (H): 0.254, atom 20 (H): 0.232, atom 21 (H): 0.273, atom 22 (H): 0.237

***

- The highest maximum force belongs to which entry?
  C10H10BrClNd